[1]
DFT (ωB97M-V with the def2-TZVPD basis set) results for a structure of composition C6H5ClN2O4S in a non-equilibrium geometry.

Lowest unoccupied orbital energy = -2.216 eV
Energy = -1500.21188 Eh
Charge = 0
HOMO = -8.713 eV

Last column: Mulliken charge in e.
CARTESIAN COORDINATES (ANGSTROEM)
C (0.73, 0.73, 0.40)  -0.307
C (1.16, -0.37, -0.32)  -0.717
C (-0.58, 1.27, 0.37)  -0.625
C (0.16, -1.10, -1.05)  -0.139
C (-1.53, 0.55, -0.31)  -0.215
C (-1.11, -0.58, -0.98)  0.418
N (-2.51, -3.85, 2.33)  -0.630
N (-2.15, -2.95, 1.41)  1.373
O (-2.53, -2.99, 0.13)  -0.723
O (-1.43, -1.99, 1.74)  -0.643
O (-1.88, -2.74, -2.58)  -0.494
O (-3.58, -1.08, -1.86)  -0.486
S (-2.30, -1.69, -1.70)  1.268
Cl (-2.17, -3.39, 3.88)  -0.042
H (1.52, 1.26, 0.85)  0.395
H (2.15, -0.60, -0.22)  0.483
H (-0.64, 2.34, 0.67)  0.321
H (0.34, -2.04, -1.61)  0.389
H (-2.53, 1.01, -0.47)  0.373



[2]
DFT (ωB97M-V with the def2-TZVPD basis set) results for a structure of composition C31H52BN2OP2S5Ti in a non-equilibrium geometry.

Lowest unoccupied orbital energy = 2.528 eV
Energy = -4945.39188 Eh
Charge = -1
HOMO = -4.098 eV

Last column: Mulliken charge in e.
CARTESIAN COORDINATES (ANGSTROEM)
Ti (0.48, -1.63, 0.81)  -1.023
C (3.07, 2.58, 1.08)  -1.891
C (2.74, 2.46, 2.57)  1.813
C (2.56, 3.87, 3.12)  -1.859
C (3.93, 1.79, 3.26)  -2.099
P (1.28, 1.27, 2.64)  1.012
C (-0.10, 2.32, 1.99)  -1.277
N (-0.67, 1.73, 0.79)  0.287
B (-0.59, 0.36, 0.31)  1.972
N (-1.33, 0.42, -0.94)  0.454
C (-1.46, -0.65, -1.91)  -0.788
P (-1.44, -2.26, -0.99)  0.768
C (-0.89, -3.56, -2.25)  2.481
C (0.14, -2.95, -3.21)  -2.397
C (-1.98, -4.22, -3.10)  -2.119
C (-0.18, -4.66, -1.44)  -1.824
C (-3.27, -2.49, -0.57)  1.963
C (-4.26, -2.49, -1.74)  -1.740
C (-3.65, -1.30, 0.32)  -1.760
C (-3.43, -3.78, 0.23)  -1.611
C (-1.80, 1.70, -1.18)  0.159
C (-2.51, 2.24, -2.23)  -0.605
C (-2.85, 3.59, -2.19)  -0.951
C (-2.48, 4.39, -1.11)  -0.838
C (-1.75, 3.85, -0.05)  -0.788
C (-1.40, 2.51, -0.09)  0.421
C (0.83, 1.01, 4.46)  2.042
C (1.07, 2.16, 5.43)  -2.082
C (1.60, -0.23, 4.91)  -1.412
C (-0.67, 0.67, 4.51)  -2.030
H (3.93, 3.25, 0.95)  0.633
H (2.24, 3.01, 0.50)  0.213
H (3.31, 1.62, 0.63)  0.296
H (3.46, 4.45, 2.89)  0.530
H (2.43, 3.90, 4.20)  0.335
H (1.72, 4.40, 2.66)  0.271
H (4.85, 2.33, 3.00)  0.521
H (4.05, 0.75, 2.93)  0.340
H (3.84, 1.80, 4.34)  0.344
H (0.28, 3.32, 1.74)  0.233
H (-0.86, 2.47, 2.75)  0.463
H (-0.63, -0.63, -2.61)  -0.128
H (-2.38, -0.52, -2.48)  0.248
H (-0.33, -2.26, -3.93)  0.356
H (0.59, -3.76, -3.79)  0.627
H (0.92, -2.42, -2.67)  0.342
H (-2.52, -3.49, -3.71)  0.364
H (-2.70, -4.78, -2.50)  0.341
H (-1.50, -4.93, -3.78)  0.533
H (0.67, -4.25, -0.90)  0.233
H (0.17, -5.44, -2.12)  0.527
H (-0.85, -5.12, -0.70)  0.314
H (-4.08, -1.69, -2.46)  0.177
H (-5.27, -2.33, -1.34)  0.500
H (-4.28, -3.43, -2.28)  0.379
H (-3.71, -0.37, -0.25)  0.195
H (-2.95, -1.16, 1.15)  0.021
H (-4.65, -1.49, 0.74)  0.709
H (-3.18, -4.66, -0.37)  0.221
H (-4.47, -3.88, 0.56)  0.526
H (-2.80, -3.77, 1.12)  0.186
H (-2.78, 1.63, -3.09)  0.453
H (-3.41, 4.03, -3.01)  0.394
H (-2.76, 5.43, -1.09)  0.398
H (-1.47, 4.48, 0.79)  0.516
H (2.14, 2.33, 5.61)  0.298
H (0.62, 1.90, 6.40)  0.522
H (0.62, 3.09, 5.09)  0.339
H (2.68, -0.07, 4.90)  0.285
H (1.39, -1.09, 4.27)  -0.043
H (1.31, -0.49, 5.94)  0.535
H (-1.29, 1.57, 4.48)  0.428
H (-0.88, 0.15, 5.45)  0.531
H (-0.97, 0.01, 3.70)  0.072
S (2.67, -2.46, 1.89)  -0.372
S (1.79, -3.85, 3.14)  -0.191
S (-0.04, -4.05, 2.23)  -0.069
S (-1.05, -2.32, 2.72)  -0.363
C (3.86, -1.00, -1.88)  -1.217
S (2.55, 0.14, -1.46)  0.690
O (1.20, -1.64, -0.64)  0.303
C (2.08, 0.85, -2.98)  0.189
C (1.29, 2.01, -2.90)  -0.314
C (0.71, 2.55, -4.03)  -0.401
C (0.89, 1.95, -5.27)  -0.715
C (1.66, 0.80, -5.36)  -0.649
C (2.25, 0.25, -4.22)  -0.396
H (3.49, -1.83, -2.47)  0.256
H (4.20, -1.41, -0.92)  0.358
H (4.68, -0.50, -2.39)  0.377
H (1.12, 2.46, -1.93)  0.194
H (0.09, 3.43, -3.93)  0.410
H (0.43, 2.37, -6.16)  0.364
H (1.81, 0.31, -6.32)  0.365
H (2.83, -0.66, -4.31)  0.325



[3]
DFT (ωB97M-V with the def2-TZVPD basis set) results for an isolated molecule of C3H6FNO in a non-equilibrium geometry.

Lowest unoccupied orbital energy = 0.864 eV
Energy = -347.71698 Eh
Charge = 0
HOMO = -9.602 eV
SMILES = C[C@@](N)(F)C=O

Last column: Mulliken charge in e.
CARTESIAN COORDINATES (ANGSTROEM)
C (-0.70, -0.61, 1.04)  -1.251
C (0.04, 0.39, 0.26)  0.994
N (-0.76, 0.88, -0.86)  -0.625
F (0.72, 1.42, 0.94)  -0.360
C (1.28, -0.52, -0.73)  -0.129
O (1.19, -0.51, -1.92)  -0.447
H (-0.75, -0.35, 2.13)  0.310
H (-0.09, -1.58, 0.99)  0.271
H (-1.66, -0.74, 0.63)  0.366
H (-0.11, 0.99, -1.60)  0.231
H (-1.16, 1.74, -0.73)  0.230
H (1.99, -1.10, -0.15)  0.410



[4]
DFT (ωB97M-V with the def2-TZVPD basis set) results for a structure of composition C49H65INO6RbS in a non-equilibrium geometry.

Lowest unoccupied orbital energy = 3.639 eV
Energy = -3132.54599 Eh
Charge = -2
HOMO = -1.889 eV

Last column: Mulliken charge in e.
CARTESIAN COORDINATES (ANGSTROEM)
Rb (0.57, 0.28, -0.52)  0.545
C (2.47, -1.84, -2.92)  -1.115
O (1.23, -1.18, -2.76)  0.269
C (0.43, -1.26, -3.89)  0.158
C (-0.49, -2.30, -4.00)  0.898
C (-0.81, -3.24, -2.85)  -2.329
C (-2.15, -2.86, -2.24)  -0.037
C (-3.34, -3.34, -2.78)  0.288
C (-4.59, -2.97, -2.30)  -0.750
C (-4.59, -2.03, -1.26)  -0.421
C (-3.43, -1.51, -0.71)  0.291
C (-3.50, -0.37, 0.31)  -0.962
C (-3.68, 0.95, -0.42)  1.213
C (-4.88, 1.20, -1.09)  -0.183
C (-5.06, 2.29, -1.93)  -0.335
C (-3.98, 3.13, -2.13)  -0.135
C (-2.77, 2.95, -1.47)  0.503
C (-1.60, 3.85, -1.84)  -2.000
C (-1.05, 3.51, -3.21)  -0.455
C (-1.55, 4.09, -4.35)  -0.130
C (-1.09, 3.78, -5.64)  -0.176
C (-0.11, 2.79, -5.71)  0.299
C (0.41, 2.16, -4.59)  -0.479
C (1.37, 0.99, -4.72)  -2.119
C (0.57, -0.30, -4.89)  0.358
C (-0.16, -0.48, -6.07)  -0.003
C (-1.03, -1.54, -6.25)  -0.273
C (-1.19, -2.43, -5.19)  -0.367
C (-1.88, -1.71, -7.51)  2.483
C (-1.65, -3.11, -8.10)  -1.947
C (-3.36, -1.55, -7.14)  -1.275
C (-1.54, -0.68, -8.58)  -2.133
C (0.01, 2.55, -3.27)  0.908
O (0.56, 2.09, -2.22)  -1.048
C (-1.70, 4.46, -6.86)  2.201
C (-1.57, 5.99, -6.74)  -1.918
C (-3.19, 4.09, -6.98)  -1.305
C (-1.00, 4.04, -8.16)  -2.037
C (-2.65, 1.89, -0.56)  -0.184
O (-1.52, 1.78, 0.22)  0.225
C (-1.49, 2.71, 1.30)  -0.863
C (-6.36, 2.49, -2.71)  2.282
C (-7.55, 1.82, -2.01)  -1.809
C (-6.69, 3.98, -2.87)  -1.805
C (-6.19, 1.86, -4.10)  -1.398
C (-2.15, -1.98, -1.13)  0.544
O (-1.06, -1.64, -0.53)  -0.943
C (-5.91, -3.48, -2.87)  2.314
C (-5.69, -4.52, -3.98)  -2.014
C (-6.74, -4.14, -1.76)  -1.964
C (-6.71, -2.31, -3.47)  -1.174
H (3.01, -1.45, -3.79)  0.275
H (3.06, -1.67, -2.02)  0.341
H (2.32, -2.92, -3.06)  0.268
H (-0.86, -4.26, -3.23)  0.759
H (-0.05, -3.18, -2.08)  0.395
H (-3.27, -4.05, -3.61)  0.518
H (-5.54, -1.69, -0.86)  0.388
H (-4.36, -0.53, 0.98)  0.700
H (-2.59, -0.36, 0.90)  -0.027
H (-5.67, 0.47, -0.96)  0.189
H (-4.04, 3.94, -2.84)  -0.089
H (-1.93, 4.89, -1.82)  0.676
H (-0.79, 3.73, -1.12)  0.470
H (-2.35, 4.83, -4.24)  0.235
H (0.27, 2.48, -6.68)  0.495
H (2.02, 1.13, -5.58)  0.726
H (1.97, 0.93, -3.81)  0.374
H (-0.05, 0.27, -6.84)  0.311
H (-1.91, -3.23, -5.26)  0.120
H (-1.94, -3.89, -7.40)  0.288
H (-2.23, -3.24, -9.02)  0.473
H (-0.59, -3.25, -8.34)  0.379
H (-3.67, -2.29, -6.40)  -0.019
H (-3.54, -0.56, -6.71)  0.275
H (-3.99, -1.67, -8.03)  0.511
H (-0.48, -0.73, -8.87)  0.398
H (-2.14, -0.86, -9.47)  0.494
H (-1.75, 0.34, -8.23)  0.215
H (-2.11, 6.36, -5.86)  0.279
H (-0.52, 6.27, -6.63)  0.384
H (-1.98, 6.49, -7.62)  0.471
H (-3.74, 4.41, -6.09)  0.177
H (-3.64, 4.57, -7.85)  0.500
H (-3.30, 3.01, -7.07)  0.092
H (0.07, 4.26, -8.12)  0.406
H (-1.13, 2.97, -8.35)  0.173
H (-1.44, 4.58, -9.00)  0.460
H (-1.52, 3.74, 0.94)  0.328
H (-2.34, 2.55, 1.97)  0.155
H (-0.56, 2.54, 1.84)  0.245
H (-7.63, 2.13, -0.97)  0.401
H (-8.48, 2.09, -2.52)  0.462
H (-7.48, 0.73, -2.04)  0.101
H (-6.71, 4.48, -1.90)  0.396
H (-5.95, 4.49, -3.49)  0.284
H (-7.66, 4.10, -3.35)  0.434
H (-5.96, 0.79, -4.01)  0.138
H (-7.10, 1.97, -4.70)  0.499
H (-5.35, 2.33, -4.63)  0.151
H (-5.12, -5.37, -3.61)  0.422
H (-6.66, -4.87, -4.34)  0.429
H (-5.15, -4.08, -4.82)  0.155
H (-6.18, -4.96, -1.31)  0.395
H (-6.98, -3.43, -0.97)  0.297
H (-7.68, -4.54, -2.16)  0.483
H (-6.14, -1.84, -4.27)  0.104
H (-7.67, -2.66, -3.87)  0.497
H (-6.92, -1.56, -2.71)  0.034
O (4.34, -0.72, -0.09)  -0.606
H (4.46, 0.19, -0.38)  0.316
H (3.89, -0.60, 0.77)  0.188
O (-1.25, -2.67, 2.06)  -0.806
H (-1.19, -2.38, 1.12)  0.292
H (-1.17, -1.84, 2.55)  0.473
I (2.67, 1.16, 2.42)  -0.841
S (-1.37, 2.01, 5.12)  -0.193
C (-2.91, 1.42, 4.65)  -0.185
C (-2.77, 0.36, 3.82)  -0.804
N (-1.47, 0.00, 3.56)  -0.103
C (-0.62, 0.77, 4.17)  -0.156
H (-3.82, 1.89, 4.99)  0.441
H (-3.57, -0.19, 3.36)  0.456
H (0.46, 0.70, 4.07)  0.344



These records have M values of 236.64, 749.73, 91.08, 1008.50 g/mol, in the order they appear.
These records have relative energy (zero: lowest compared OMol25 entry of this formula, charge and spin) values of 0.0, 5.6, 44.6, 2.4 kcal per mole, in the order they appear.